The following is a quantum chemistry calculation of an isolated ion of composition C8H11N2 and charge +1 in a non-equilibrium geometry, from OMol25.

Bonds (Å) are listed after each position.
CARTESIAN COORDINATES (ANGSTROEM)
1 C -1.0542 -1.6774 -0.8046  C2 1.589, H11 1.004, H12 1.065, H13 1.160
2 C -0.5778 -0.7668 0.4072  C1 1.589, C3 1.468, N9 1.590, H14 1.081
3 C 0.8709 -0.5297 0.4084  C2 1.468, C4 1.356, N7 1.385
4 C 2.0830 -1.1369 0.4306  C3 1.356, C5 1.400, H15 1.129
5 C 2.9811 -0.1331 0.0485  C4 1.400, C6 1.362, H16 1.141
6 C 2.3215 0.9850 -0.3640  C5 1.362, N7 1.363, H17 1.068
7 N 1.0255 0.7874 0.0092  C3 1.385, C6 1.363, C8 1.323
8 C -0.1021 1.4802 0.0003  N7 1.323, N9 1.280, H18 1.072
9 N -1.1122 0.7078 0.1480  C2 1.590, C8 1.280, C10 1.452
10 C -2.4462 1.2101 0.4240  N9 1.452, H19 1.053, H20 1.044, H21 1.109
11 H -0.6325 -2.5725 -0.6362  C1 1.004
12 H -0.6657 -1.2800 -1.7132  C1 1.065
13 H -2.2077 -1.7505 -0.9050  C1 1.160
14 H -1.0713 -1.1488 1.2901  C2 1.081
15 H 2.0811 -2.2095 0.7820  C4 1.129
16 H 4.1047 -0.3265 0.1026  C5 1.141
17 H 2.8246 1.8509 -0.7339  C6 1.068
18 H -0.1073 2.5100 -0.2961  C8 1.072
19 H -2.4238 2.0544 1.0523  C10 1.053
20 H -2.9987 0.4670 0.9052  C10 1.044
21 H -2.8930 1.4786 -0.5553  C10 1.109

As for the max |F|: 0.0903 Eh/bohr. Its LUMO energy is -4.30 eV. As for the total energy: -420.65191 Ha. As for the structure (SMILES): C[C@H]1c2cccn2C=[N+]1C. The net charge is +1. The energy above the lowest of the compared OMol25 structures with the same formula, charge and spin comes out at 1.307 eV. The value obtained for the HOMO-LUMO gap is 8.49 eV.